Entry 1:
Entry from OMol25: a molecular structure, C18H45N3O10SSn3 in a non-equilibrium geometry (wB97M-V/def2-TZVPD).

Calculated values
frontier orbital gap	1.95	eV
relative energy (zero: lowest compared OMol25 entry of this formula, charge and spin)	228.99	kJ/mol
net charge	+4
HOMO level	-17.305	eV
maximum force	5.51	eV/A
LUMO energy	-15.354	eV

Element x y z (Å)
N1 -1.52180 -1.05874 3.02911
H1 -0.14547 -2.70640 5.64824
H2 -2.37887 -2.75687 -3.90564
H3 6.55801 0.76276 -2.03588
C1 -2.16039 -1.57284 7.06277
H4 1.56385 -1.17723 2.14929
H5 -0.00150 -2.49410 3.07698
C2 -3.43478 -1.15908 -1.73928
Sn1 1.65369 0.53772 -1.08588
H6 -1.74685 -3.07990 4.97351
O1 -0.22261 0.36071 1.03699
H7 1.98233 3.03546 -3.47416
H8 -1.26076 -1.43302 -2.26562
O2 0.30067 1.77770 2.82363
H9 -2.13675 1.17276 -1.56104
O3 -1.71945 2.05795 1.72643
H10 -4.40726 -1.45531 1.20046
H11 -2.95335 -0.52301 1.13629
N2 4.82786 0.14474 -1.22307
H12 -3.66421 -2.12560 -1.29060
C3 -1.72736 0.72768 -3.46113
H13 -5.87254 0.34203 1.67988
H14 2.26388 1.72368 -4.96453
H15 5.60556 1.49507 -4.31376
C4 -3.40447 -2.38798 -3.89276
H16 -3.28298 -2.14559 3.56488
H17 3.42255 0.48269 -5.56201
C5 -3.67816 -0.94687 1.83134
H18 5.14581 -0.17745 -3.88561
H19 4.78934 1.31270 0.50853
H20 -4.41782 1.30032 1.09740
O4 -3.78308 -1.27012 -3.10758
H21 -1.25337 2.25851 -4.78952
C6 2.62792 -1.39036 2.25142
H22 -1.45389 -2.29893 7.46494
H23 -2.38335 -2.64703 2.07430
C7 5.19124 0.36869 0.14053
H24 2.82048 -0.98846 3.24616
H25 -4.03959 -3.23258 -3.62556
C8 -5.03517 0.98943 1.94021
H26 3.95673 1.96155 -5.46884
H27 -4.13083 -0.42758 -1.32876
C9 5.07640 0.87053 -3.59402
H28 5.15220 -0.48509 1.94240
H29 -1.35648 0.00729 -4.19023
H30 6.26740 0.45646 0.28979
N3 -1.49273 0.57505 -2.05912
C10 5.51191 1.04854 -2.14583
O5 3.69057 1.11596 -3.58811
C11 -1.89995 -0.81187 -1.63816
H31 0.43306 -1.06332 3.89677
O6 0.32294 1.98037 -3.46420
C12 -1.06346 2.05652 -3.73537
C13 0.93148 3.30432 -3.58163
Sn2 0.78759 5.02026 2.09789
H32 0.55684 3.99232 -2.82374
S1 -0.33278 1.66943 1.56048
O7 -1.53639 -1.18222 5.79898
C14 -2.74417 -1.81382 2.67735
H33 4.91756 -0.82636 -1.48576
H34 -5.35958 1.83593 2.54542
H35 -1.50938 -1.06614 -0.65282
O8 0.42773 2.58266 0.68861
H36 -2.79960 0.88373 -3.57963
H37 -2.27448 -0.58987 7.51977
C15 -0.41473 -1.72878 3.73396
H38 -3.74837 -2.19617 -4.90915
H39 -1.12765 -0.61975 2.20933
C16 3.27839 1.33149 -4.89353
H40 5.38530 2.12623 -2.04257
Sn3 -2.24718 1.55176 4.57344
H41 2.80582 -2.46472 2.20459
C17 -0.98865 -2.30494 5.08611
H42 -3.12258 -2.03739 6.84714
H43 5.11430 -1.78397 0.80924
O9 3.23437 -0.67573 1.11445
H44 0.61700 3.80245 -4.49872
O10 -4.20045 0.05043 2.68069
C18 4.68073 -0.80492 1.01314
H45 -1.46623 2.83653 -3.08926

Force components x, y, z for each atom (eV/Å):
N -0.21 2.04 1.06
H -0.05 -0.14 0.19
H 0.33 0.60 0.31
H 0.43 0.65 -0.35
C 0.55 0.29 -1.56
H 0.04 -0.32 -0.42
H -0.19 -0.63 0.23
C 1.31 -1.03 -1.79
Sn -0.02 0.07 -0.43
H 0.02 0.00 -0.28
O 1.11 -2.94 -2.46
H 0.08 0.98 -0.25
H -0.65 -0.54 -0.38
O 1.95 0.95 5.07
H 0.10 0.59 0.00
O -1.60 0.94 0.27
H -0.37 -0.27 0.61
H -0.24 0.72 -0.57
N -2.23 1.42 -0.65
H 0.30 -0.15 0.58
C -0.31 2.68 -0.39
H -0.38 0.74 -0.56
H 0.23 -0.36 0.11
H 0.08 0.15 0.26
C -1.37 -0.92 -0.07
H 0.28 -0.21 0.02
H -0.67 -0.96 0.47
C 2.01 0.17 0.31
H 0.66 -0.17 -0.30
H -0.27 0.01 0.05
H -0.48 0.31 -0.24
O 0.08 1.04 -0.26
H 0.28 0.62 -0.10
C -0.68 0.60 -0.96
H -0.36 0.35 0.97
H -0.46 -0.48 0.03
C -0.15 -1.58 0.58
H 1.01 0.18 -0.17
H 0.10 -0.30 0.39
C 0.42 -1.40 0.00
H 0.04 1.09 0.56
H 0.35 0.32 0.14
C -0.13 -1.70 1.23
H -0.45 -0.50 0.73
H 0.07 -0.53 0.73
H 0.33 -0.19 -0.10
N 0.25 -3.38 2.32
C 1.03 -0.66 -1.44
O -0.84 0.83 0.51
C -0.03 0.05 0.37
H -0.46 0.42 0.32
O 0.73 0.86 0.19
C -0.40 -0.24 -0.83
C -0.51 -1.19 0.19
Sn -0.33 -2.27 -0.91
H 0.10 -0.19 0.60
S -2.10 0.80 0.37
O -0.17 0.33 -0.67
C 0.03 -0.22 -0.04
H 0.38 -0.04 -0.20
H 0.15 -0.26 0.16
H -0.22 0.48 0.44
O 1.54 3.46 -1.99
H -0.01 -0.29 -0.75
H 0.00 -0.64 0.91
C -1.73 -1.04 0.84
H 0.40 0.43 0.00
H -0.26 -0.11 -0.21
C -0.23 0.15 -2.49
H -0.18 -0.10 1.26
Sn 0.47 -3.27 -2.30
H 0.18 0.11 -0.04
C 1.02 1.24 -0.76
H -0.04 -0.03 0.23
H -0.65 -0.19 -0.56
O 0.14 -0.85 0.60
H 0.58 -0.36 -0.44
O 0.15 1.17 0.96
C 0.52 2.61 0.86
H -0.40 0.17 -0.12

=====

Entry 2:
Entry from OMol25: 14 unconnected molecules or ions with the total composition C27H61BrN16O28 in a non-equilibrium geometry (wB97M-V/def2-TZVPD).

Calculated values
frontier orbital gap	6.28	eV
relative energy (zero: lowest compared OMol25 entry of this formula, charge and spin)	58.28	kJ/mol
net charge	0
HOMO level	-7.042	eV
maximum force	6.83	eV/A
LUMO energy	-0.764	eV

Element x y z (Å)
N1 -2.95430 -7.62491 4.12180
O1 -3.75588 -8.51764 3.88873
C1 7.81142 7.98553 -5.82221
N2 2.76389 -3.87681 2.30491
O2 6.55855 3.15774 1.20839
O3 -5.88560 1.19866 5.45676
O4 -2.17047 -2.43319 0.21188
N3 4.55592 -3.17709 -5.95071
O5 6.55847 -0.74811 2.68383
C2 4.43733 0.13627 2.97648
O6 -4.55558 1.92450 3.89313
O7 -6.02954 -0.36757 3.07348
O8 1.88714 -4.70446 2.11144
O9 -2.98140 -6.87294 5.08422
C3 -12.36142 -1.15150 6.67277
H1 -1.79707 4.20796 -2.82608
H2 -5.51608 -0.90198 0.16033
H3 0.13688 -3.60441 -0.04497
H4 5.31730 -2.95611 -6.62047
H5 -1.83050 5.50140 -0.29630
H6 -4.03923 -4.92186 -0.10022
H7 -7.31992 -0.28257 5.29246
H8 6.46519 3.30258 4.20641
H9 -7.33574 -2.02390 4.87964
N4 3.10142 -1.18288 -1.28222
H10 -11.44559 -1.70468 6.46608
H11 -0.90821 -7.57537 3.68791
H12 4.31255 5.87885 -0.84654
H13 6.07732 3.64579 -5.69550
H14 5.54920 4.58320 0.10061
H15 3.01957 -1.31403 -6.39711
H16 7.26338 4.80611 3.62652
H17 4.16652 -0.79779 2.48733
H18 0.35560 -1.82475 0.11133
C4 0.29057 2.74326 -3.21266
H19 2.69521 3.11209 -0.86976
C5 3.40072 -0.44431 -2.20113
N5 5.91610 0.19642 3.11317
H20 6.23814 2.60281 -7.14449
H21 3.85261 -2.48692 -4.04632
O10 -9.15527 -2.38511 6.40661
H22 -4.51079 -2.05809 1.10415
O11 5.99626 8.32910 -7.22231
H23 4.71263 -4.09204 -5.50607
O12 5.08557 4.35477 2.28346
C6 4.63150 3.76731 -1.75075
H24 -5.24877 3.56468 6.31251
H25 -1.94605 -8.16544 2.35132
N6 3.16953 3.81342 -5.00819
C7 -5.02747 -1.09880 1.11435
C8 3.83986 -3.78659 1.28212
C9 3.77686 -0.82451 -5.66114
C10 4.81094 4.84917 -0.75652
O13 -5.46441 -4.62585 2.02398
H26 -6.30648 -1.43699 6.22442
C11 3.53083 2.61259 -1.50075
C12 3.03210 3.22017 -3.95320
H27 0.37372 2.74513 -4.37302
H28 5.57369 -1.83771 -4.63050
O14 -8.38884 -0.74236 7.61170
N7 -13.23951 -1.21044 5.47443
N8 6.35842 8.18447 -6.06356
H29 6.14398 4.38280 -7.33591
H30 4.54649 -3.01393 1.58212
C13 7.02247 3.76807 3.39654
O15 2.83362 -3.11869 3.26230
H31 -3.70259 -5.75588 1.45554
O16 -2.12895 -7.16790 -0.67649
N9 -1.43833 -2.43675 -0.77400
O17 6.38041 1.19481 3.64712
C14 2.90955 0.13513 -4.70909
H32 -7.68482 -5.09970 3.28251
H33 4.37803 -0.12825 -7.46400
H34 7.93436 7.01855 -5.33547
H35 8.33239 8.00448 -6.77815
O18 -14.31395 -0.63263 5.54836
C15 1.32514 1.71034 -2.51516
C16 3.64098 0.65645 -3.37682
N10 6.14931 3.76076 2.19542
O19 5.63182 8.18838 -5.08184
H36 -0.14570 6.03426 -0.84290
H37 2.46902 0.96346 -5.37549
H38 1.10370 1.77385 -1.37627
N11 -6.30827 -5.47059 1.75296
H39 -5.00247 4.15953 4.63947
H40 7.92668 3.20353 3.17647
H41 4.01209 0.18355 3.97864
O20 0.29900 4.07172 -2.62694
C17 2.88433 2.01773 -2.86524
C18 -1.01390 4.24385 -1.97613
O21 -1.79785 -2.29092 -1.93331
H42 3.37012 -3.53187 0.33209
O22 4.71051 -0.09723 -6.53917
O23 8.63005 2.72955 -6.99067
H43 -4.35446 -6.67532 0.06884
H44 -12.14211 -0.10214 6.86818
H45 -6.64020 3.66635 5.17621
H46 -1.20506 3.42506 -1.17384
N12 7.96687 3.67453 -6.59299
C19 -7.24036 -1.29386 5.68181
H47 5.35564 3.80638 -2.64782
H48 -1.67825 6.46881 -1.86618
C20 -1.84526 -7.43234 3.15064
O24 -12.82612 -1.82975 4.50539
H49 4.01549 1.81900 -0.82815
H50 -4.33971 -0.29368 1.36849
H51 4.32938 -4.75890 1.23372
H52 0.53828 -2.61705 -1.48589
H53 4.12831 0.99084 2.37423
C21 -7.69972 -5.19481 2.19702
H54 0.98188 0.65833 -2.83251
H55 -12.90577 -1.60315 7.50164
N13 -2.32872 -6.12400 -0.07438
C22 4.48349 -2.07159 -4.90575
C23 0.01527 -2.63671 -0.53109
N14 -8.35443 -1.49086 6.64641
H56 -8.01790 -4.26681 1.72264
H57 8.15247 8.79806 -5.18107
O25 -1.48774 -5.27854 0.19657
C24 6.48820 3.56589 -6.70188
H58 -0.76644 2.30292 -3.00182
O26 -6.94891 -2.03068 2.01304
Br1 5.59576 0.94380 -3.53024
O27 8.41122 4.70724 -6.11092
N15 -6.08947 -1.17022 2.15476
N16 -5.31430 2.08508 4.83600
C25 -5.57074 3.48193 5.27479
H59 -8.33824 -6.02241 1.89195
H60 -1.92527 -6.41936 2.75665
O28 -6.10514 -6.51927 1.14908
H61 1.99538 -0.49212 -4.35621
C26 -1.16032 5.65839 -1.22267
C27 -3.71901 -5.84977 0.37293

Force components x, y, z for each atom (eV/Å):
N -0.32 -0.13 0.22
O 0.34 0.56 0.26
C 0.33 -0.03 -0.08
N -0.20 -0.02 0.24
O -0.47 0.29 0.55
O 0.68 0.80 -0.36
O 0.47 0.17 -1.00
N 0.17 0.61 0.48
O -0.24 0.73 0.35
C -0.27 -0.15 -0.15
O -0.39 0.02 0.70
O -0.31 -0.72 -0.60
O 0.44 0.55 0.22
O -0.08 -0.47 -0.54
C 0.38 -0.15 0.09
H 1.00 -0.21 1.53
H 0.02 -0.17 0.10
H -0.09 0.15 0.07
H -0.66 -0.45 0.81
H 1.03 0.21 -1.46
H 0.16 0.01 0.22
H 0.05 -0.27 0.17
H 0.07 0.27 -0.13
H -0.11 0.10 0.19
N 1.78 4.03 -5.22
H -0.20 0.08 -0.02
H -0.12 0.18 -0.03
H 2.35 -0.94 -0.87
H -0.01 0.13 -0.14
H -3.17 0.33 -0.66
H 1.07 0.65 1.58
H -0.17 -0.06 -0.06
H 0.12 0.14 0.14
H -0.08 -0.13 0.01
C -1.02 -1.33 -0.06
H 1.49 -0.87 -1.39
C -1.28 -1.75 2.99
N 0.28 -0.32 -0.16
H 0.14 0.12 0.13
H 0.95 0.94 -1.08
O 0.19 0.51 0.34
H -0.15 0.08 -0.08
O 0.02 -0.09 0.68
H 0.18 0.75 -0.41
O 0.56 -0.59 0.03
C -0.04 1.51 0.71
H -0.17 -0.08 -0.09
H -0.07 0.07 0.17
N -0.82 -3.09 6.01
C 0.24 0.08 -0.05
C 0.27 0.15 -0.12
C -1.08 -0.82 -0.57
C 0.53 -1.55 -0.52
O -0.71 -0.57 -0.02
H -0.13 0.23 -0.02
C 1.70 0.21 1.11
C 0.59 0.08 -4.56
H 0.26 0.33 1.99
H -1.87 0.13 0.22
O -0.24 -0.52 -0.51
N -0.16 -0.06 -0.30
N -0.34 0.06 -0.09
H 0.03 0.01 0.21
H -0.14 -0.13 0.02
C 0.47 0.27 0.21
O -0.21 -0.42 -0.47
H 0.14 0.11 -0.31
O 0.28 0.69 0.38
N -0.34 -0.02 0.16
O -0.19 -0.97 -0.27
C -0.07 -0.97 -0.43
H 0.05 0.14 -0.14
H 0.19 -0.09 1.14
H -0.04 0.16 0.01
H -0.19 -0.01 0.12
O 0.57 -0.36 -0.17
C -1.08 0.53 -0.40
C -1.76 -0.21 0.73
N 0.04 -0.11 0.13
O 0.35 0.02 -0.65
H -1.46 -0.55 -0.68
H 1.01 -0.85 1.33
H 0.80 -0.08 -1.91
N -0.08 -0.19 -0.03
H -0.06 -0.21 0.05
H -0.24 0.05 -0.03
H 0.06 0.10 -0.13
O -1.25 -1.28 0.34
C 0.28 1.36 1.27
C -0.57 1.10 0.26
O -0.07 -0.07 0.78
H 0.04 -0.11 0.09
O -0.80 -0.59 0.52
O -0.20 0.72 0.32
H 0.50 0.14 -0.04
H -0.16 -0.12 0.05
H 0.11 -0.09 0.14
H 0.43 1.09 -1.55
N 0.26 -0.24 -0.12
C -0.08 -0.29 -0.26
H -2.69 0.44 0.28
H 1.11 -1.40 0.93
C 0.14 -0.13 -0.31
O -0.40 0.40 0.45
H -0.98 0.47 -1.04
H -0.18 -0.13 0.08
H -0.16 0.07 -0.05
H -0.19 0.05 0.12
H 0.06 0.01 0.17
C -0.38 -0.12 -0.02
H 0.75 1.58 0.31
H -0.01 0.19 -0.09
N -0.09 -0.23 -0.38
C 0.50 -0.25 -1.54
C 0.30 -0.05 -0.08
N 0.02 -0.12 0.12
H 0.16 -0.01 0.20
H -0.11 -0.15 0.02
O -0.03 -0.59 -0.18
C -0.28 -0.18 -0.09
H 1.83 0.43 -0.47
O 0.37 0.61 0.22
Br -0.99 -0.13 0.05
O -0.07 -0.55 -0.24
N -0.13 0.12 0.15
N 0.18 -0.30 -0.29
C 0.03 0.34 -0.06
H 0.24 0.06 0.01
H 0.16 -0.04 0.21
O -0.58 0.88 0.73
H 1.61 0.98 -0.58
C -0.13 -0.10 0.15
C 0.40 -0.45 -0.41

=====

Number 1: total energy -2668.8048 a.u.. Number 2: total energy -6620.5924 a.u..